C8H15BeO5 | ωB97M-V with the def2-TZVPD basis set

M: 200.2 g/mol
E: -703.84354 Eh
strongest force on any atom: 4.776 eV/Å
spin multiplicity: 2
HOMO-LUMO gap (alpha / beta): 0.209 / 0.245 Eh
HOMO (alpha / beta): -15.6 / -16.6 eV
charge: +2
lowest unoccupied orbital energy (alpha / beta): -0.3641 / -0.3645 Eh

Element x y z (Å)
C  -2.6838  -1.1422  -1.3982
O  -2.7010  -0.4961  -0.3460
C  -2.1467  -1.0165  0.9119
C  -1.6200  0.1572  1.6927
O  -0.3916  0.6511  1.1465
C  -0.4448  1.8789  0.4052
C  0.3956  1.7564  -0.8504
O  0.6635  2.6824  -1.5484
H  -2.1444  -2.0984  -1.4600
H  -2.9872  -0.6073  -2.3044
H  -1.3858  -1.7634  0.6551
H  -2.9890  -1.4763  1.4411
H  -2.3437  0.9791  1.7426
H  -1.4327  -0.1865  2.7176
H  -0.1000  2.7117  1.0324
H  -1.4743  2.0916  0.0879
O  1.7393  1.3951  0.8719
C  2.6362  0.8507  -0.0385
C  2.7087  -0.6722  0.0929
O  1.3454  -1.1696  0.1782
C  0.6860  -1.2700  -1.0646
Be  0.8721  -0.0161  1.2172
H  3.6633  1.2385  0.0879
H  2.3104  1.0877  -1.0725
H  3.2239  -0.9822  1.0117
H  3.2023  -1.1521  -0.7625
H  1.0411  -2.2496  -1.4197
H  -0.1320  -1.3796  -1.7775
H  0.4893  0.1979  -1.2503



H28NO12 | ωB97M-V with the def2-TZVPD basis set

M: 234.2 g/mol
E: -974.08558 Eh
strongest force on any atom: 8.307 eV/Å
HOMO-LUMO gap: 0.356 Eh
HOMO: -12.7 eV
charge: +1
lowest unoccupied orbital energy: -0.1118 Eh

Element x y z (Å)
N  0.1369  -0.2752  -0.0204
H  0.7809  -0.5362  0.6366
H  0.2869  -0.6882  -0.8814
H  -0.3681  0.8158  0.1006
H  -0.6441  -0.6962  0.2446
O  -1.7491  3.4598  0.7036
H  -1.7811  3.8648  -0.1954
H  -0.7261  3.3138  0.9496
O  -2.6691  -2.3722  1.3986
H  -3.3451  -2.9792  1.8106
H  -3.1721  -1.5362  1.2316
O  2.0289  -1.6922  -3.0454
H  1.7999  -2.5762  -3.4744
H  2.7439  -1.3332  -3.5694
O  0.9929  3.5448  1.1106
H  1.6939  4.1118  1.0756
H  1.2689  2.7418  0.8136
O  1.0959  -2.4182  0.8226
H  0.5639  -2.8632  0.2076
H  2.0459  -2.3932  0.3916
O  -2.1731  0.2828  -1.4574
H  -2.2151  1.2128  -1.9424
H  -2.6361  -0.5452  -1.7504
O  3.2889  -1.1442  -0.0494
H  3.2669  -1.3282  -0.9094
H  3.7299  -0.3312  -0.1794
O  -0.9171  -2.9492  -0.9934
H  -1.4421  -3.1182  -0.1664
H  -0.9041  -3.7262  -1.5644
O  -0.6511  0.2298  2.9466
H  -1.2511  -0.4732  3.1176
H  -0.8711  1.0588  3.4526
O  -3.5471  1.6708  1.5006
H  -3.4981  0.7948  1.0806
H  -2.8091  2.2588  1.0136
O  0.8369  1.0728  -3.2634
H  1.2859  1.9608  -3.3854
H  1.3859  0.4678  -2.9804
O  2.3339  1.1948  1.5166
H  3.3579  1.1818  1.3466
H  2.4439  0.7358  2.3556



C25H20F4NO14S | ωB97M-V with the def2-TZVPD basis set

M: 666.5 g/mol
E: -2870.61215 Eh
strongest force on any atom: 0.876 eV/Å
HOMO-LUMO gap: 0.263 Eh
HOMO: -5.2 eV
charge: -1
lowest unoccupied orbital energy: 0.0701 Eh

Element x y z (Å)
O  -1.0130  0.1210  2.9158
C  -0.8366  0.6650  1.8191
O  -0.2983  0.1725  0.8037
C  -1.3406  2.0805  1.6533
C  -0.5385  3.1051  1.1543
C  -1.0597  4.3803  0.9963
C  -2.3705  4.6713  1.3429
C  -3.1886  3.6697  1.8485
C  -2.6623  2.3810  1.9911
S  -3.7670  1.1183  2.6043
C  -5.2149  1.6493  1.7161
C  -6.0573  0.7075  1.1313
C  -7.1478  1.1610  0.4015
C  -7.4104  2.5206  0.2964
C  -6.5611  3.4491  0.8897
C  -5.4454  3.0195  1.5945
N  -4.5516  3.9576  2.2105
H  0.4767  2.8740  0.8752
H  -0.4517  5.1786  0.5955
H  -2.7639  5.6658  1.2031
H  -5.8208  -0.3396  1.2263
H  -7.7892  0.4494  -0.0966
H  -8.2650  2.8766  -0.2564
H  -6.7652  4.5042  0.7936
H  -4.6138  3.7786  3.2137
C  0.4706  -2.7382  -0.4772
C  1.7468  -3.3351  0.0554
O  1.8168  -4.5817  -0.6375
C  1.1682  -4.4199  -1.8216
O  1.2527  -5.1679  -2.7419
O  0.4299  -3.2920  -1.8107
F  1.6910  -3.5791  1.3879
H  -0.4003  -3.0734  0.0833
H  0.4789  -1.6495  -0.4948
H  2.6375  -2.7530  -0.1613
C  -2.2462  -0.7733  -1.4257
C  -2.9506  -2.0729  -1.7452
O  -4.3065  -1.6718  -1.8531
C  -4.3101  -0.3658  -2.2514
O  -5.2660  0.2041  -2.6630
O  -3.0853  0.1786  -2.1062
F  -2.8416  -2.9841  -0.7450
H  -2.2354  -0.5589  -0.3548
H  -1.2281  -0.7294  -1.8010
H  -2.6410  -2.5415  -2.6815
C  6.3420  -3.6487  0.4938
C  6.6536  -2.9294  1.7868
O  5.9709  -1.6979  1.6219
C  4.9148  -1.9314  0.7926
O  4.0019  -1.1916  0.6375
O  5.0529  -3.1229  0.1691
F  7.9804  -2.6894  1.9296
H  7.0514  -3.3848  -0.2920
H  6.3035  -4.7294  0.5988
H  6.2828  -3.4271  2.6839
C  4.4959  1.1099  -1.7299
C  5.6858  0.1832  -1.6876
O  6.6527  0.8804  -2.4517
C  6.3720  2.2133  -2.3368
O  7.1173  3.0833  -2.6375
O  5.1341  2.3926  -1.8241
F  5.4283  -1.0106  -2.2836
H  3.8878  0.9390  -2.6190
H  3.8686  1.0446  -0.8450
H  6.0784  0.0048  -0.6852



> The highest charge belongs to which entry?

C8H15BeO5



> Which value of E does entry 2 give?

-974.08558 Eh



> The lowest charge belongs to which entry?

C25H20F4NO14S